Record 1
C22H59BClN18O12 | the ωB97M-V functional and the def2-TZVPD basis

The geometry in XYZ format:
```
113
Properties=species:S:1:pos:R:3:forces:R:3:mulliken_charge:R:1
C -2.1486 1.1290 0.7889 0.709 -0.362 -0.485 -0.448
C -1.8960 -0.4226 0.3326 -0.208 1.871 -0.353 -0.023
C -0.8155 -0.3634 -0.8594 -0.911 0.672 1.510 -0.046
B -0.1861 -1.8176 -1.3069 -0.669 1.501 -0.240 1.046
C -0.8054 -2.1725 -2.7987 0.154 -1.117 -1.662 -0.118
C 0.2727 -2.7191 -3.8753 -0.722 -0.580 -0.443 0.259
C 0.5212 -1.7309 -5.1232 0.660 -0.406 0.737 -0.923
C 0.9430 -0.2326 -4.7370 -1.203 -0.204 -0.747 -0.839
N 2.0713 -0.1292 -3.7735 1.585 2.125 -0.614 1.068
C 3.3382 -0.7029 -4.2950 0.334 -1.119 -0.405 -1.299
C 2.2180 1.2342 -3.2652 -3.337 0.901 2.100 0.314
C 3.4991 2.1712 -3.4085 0.012 -0.011 0.085 -1.100
O 1.2253 1.7138 -2.6275 3.511 -1.266 -2.597 -0.532
O -0.3445 -2.9869 -0.4278 1.040 -1.580 -0.647 -0.940
C 0.8509 -3.7931 -0.6985 -0.972 -0.510 1.256 -0.463
C 1.9578 -2.6237 -0.4656 -2.154 -1.184 -1.337 0.094
N 2.0547 -2.5474 1.0169 0.444 0.695 0.186 -0.620
C 3.3740 -2.6999 -1.2145 0.348 -0.360 -0.604 0.052
C 4.4476 -3.6610 -0.5335 1.037 1.872 3.568 0.247
O 5.0158 -3.4600 0.5651 -2.384 -0.936 -4.959 -0.605
Cl 4.8395 -5.2365 -1.4434 -0.350 0.973 0.509 -0.268
O 1.2906 -1.5615 -1.1843 2.514 -1.361 1.273 -0.400
H -1.1942 1.7447 0.5701 -1.348 -1.004 0.366 0.253
H -2.3470 1.2384 1.9065 -0.194 -0.111 -1.537 -0.004
H -2.9629 1.5683 0.1176 0.945 -0.488 1.313 0.075
H -1.5738 -1.0202 1.2473 -0.375 0.582 -1.417 -0.048
H -2.9160 -0.7797 -0.0771 1.624 0.131 0.793 0.221
H -1.3087 0.2255 -1.7197 0.681 -0.810 1.137 -0.093
H 0.0516 0.3016 -0.4875 -1.284 -0.945 -0.535 -0.112
H -1.5872 -3.0144 -2.6381 1.127 1.271 -0.267 0.231
H -1.3790 -1.3144 -3.2990 0.759 -0.994 0.688 -0.368
H -0.1790 -3.6867 -4.3278 0.902 1.378 0.445 0.218
H 1.2632 -3.0574 -3.3866 -1.481 0.899 -0.743 -0.315
H 1.3746 -2.2048 -5.7437 -1.528 0.775 0.536 0.324
H -0.4720 -1.6898 -5.7065 1.662 0.047 0.608 0.301
H 1.2467 0.3334 -5.6974 -0.434 -0.836 1.024 0.394
H 0.0028 0.2931 -4.3452 1.663 -0.717 -0.092 0.327
H 3.6074 -0.3433 -5.3595 -0.340 -0.320 1.411 0.252
H 3.1931 -1.8474 -4.3737 0.306 1.807 0.189 0.290
H 4.2362 -0.5143 -3.5943 -1.637 -0.205 -1.046 0.361
H 4.3022 1.7975 -4.1249 -1.064 0.360 1.021 0.291
H 3.9361 2.3188 -2.3569 -0.578 -0.327 -1.557 0.269
H 3.1783 3.2205 -3.7637 0.284 -1.839 0.605 0.323
H 0.7646 -4.6241 0.1024 0.803 1.257 -0.953 0.335
H 0.8805 -4.3959 -1.6727 -0.165 1.326 0.689 0.110
H 2.1023 -3.4952 1.4349 0.010 0.870 -0.687 0.296
H 1.2220 -2.1123 1.4399 0.410 -0.170 -0.799 0.227
H 3.1945 -3.0274 -2.3017 0.223 0.271 1.803 0.068
H 3.7677 -1.6159 -1.2909 -0.399 -1.810 0.602 0.179
C -0.2827 -1.4250 4.4862 -0.376 0.205 -0.513 0.767
O -1.2512 -1.1231 3.8088 0.092 -0.066 0.251 -0.687
N 0.7617 -0.5818 4.6844 0.409 0.716 0.093 -0.390
N -0.1642 -2.6306 5.1008 -0.333 -0.503 0.436 -0.417
H 1.5679 -0.8101 5.2368 -0.041 -0.047 -0.132 0.153
H 0.7108 0.3226 4.2438 0.013 -0.188 0.021 0.234
H -0.9197 -3.2857 4.9771 0.253 -0.036 0.034 0.172
H 0.6244 -2.8983 5.6617 -0.047 -0.114 -0.130 0.128
C -4.8775 4.1423 1.0446 -0.268 -0.345 -0.207 0.624
O -4.5104 3.0271 1.3851 -0.016 0.185 0.253 -0.617
N -4.4399 5.2764 1.6509 0.485 0.471 0.617 -0.379
N -5.7494 4.3399 0.0309 -0.552 -0.289 0.064 -0.343
H -4.7290 6.1995 1.3842 0.014 -0.120 -0.037 0.158
H -3.7872 5.1688 2.4108 -0.104 0.061 -0.128 0.211
H -6.0932 3.5213 -0.4449 0.145 0.185 -0.051 0.213
H -6.0622 5.2442 -0.2697 0.218 -0.119 -0.194 0.139
C -4.3137 5.1454 -3.3569 -0.130 -0.121 0.427 0.680
O -5.2235 5.3052 -2.5581 -0.037 0.269 -0.341 -0.624
N -4.3366 5.6637 -4.6112 -0.279 0.452 -0.656 -0.432
N -3.2003 4.4328 -3.0533 0.287 -0.450 0.318 -0.329
H -3.5981 5.5422 -5.2800 -0.047 -0.024 0.091 0.158
H -5.1485 6.1988 -4.8716 0.154 -0.135 0.044 0.220
H -3.1492 4.0331 -2.1282 0.060 0.010 -0.121 0.129
H -2.4376 4.2862 -3.6900 0.013 0.070 0.101 0.181
C -1.0938 -4.3245 8.1225 0.073 0.069 -0.430 0.618
O -0.7585 -4.8796 7.0876 0.005 -0.072 0.131 -0.631
N -1.3049 -2.9877 8.1984 -0.021 0.661 -0.190 -0.313
N -1.2841 -4.9978 9.2858 -0.029 -0.696 0.553 -0.416
H -1.5806 -2.5119 9.0378 0.018 -0.086 -0.062 0.157
H -1.1731 -2.4528 7.3522 -0.023 -0.064 0.049 0.225
H -1.1368 -5.9936 9.2688 -0.031 0.200 -0.002 0.222
H -1.5594 -4.5608 10.1462 0.024 -0.004 -0.109 0.152
C -3.7015 2.7794 5.4536 0.182 0.035 -0.695 0.739
O -2.7852 3.5836 5.5664 -0.059 0.060 0.210 -0.683
N -4.1794 2.3786 4.2545 0.156 0.298 -0.126 -0.175
N -4.3188 2.2197 6.5278 -0.204 -0.130 1.060 -0.402
H -4.9293 1.7214 4.1428 0.125 0.024 -0.089 0.149
H -3.7477 2.7712 3.4303 -0.256 -0.296 -0.184 -0.030
H -3.9910 2.4932 7.4392 -0.065 -0.066 -0.199 0.220
H -5.0709 1.5591 6.4585 0.108 0.044 -0.074 0.160
C -4.7397 0.4039 -4.2081 -0.248 0.114 0.466 0.660
O -5.5765 0.6778 -3.3625 0.019 -0.005 -0.175 -0.668
N -4.7563 -0.7612 -4.9034 -0.346 -0.664 -0.393 -0.398
N -3.7202 1.2400 -4.5269 0.348 0.750 -0.127 -0.269
H -4.0779 -1.0055 -5.6014 0.022 0.007 0.156 0.158
H -5.4978 -1.4090 -4.6947 0.201 0.106 0.019 0.219
H -3.6731 2.1168 -4.0307 0.016 -0.209 -0.002 0.182
H -3.0230 1.0335 -5.2187 -0.015 -0.091 0.144 0.136
C 5.2326 5.8822 -3.0252 -0.329 -0.313 -0.310 0.662
O 4.4996 5.2876 -3.7990 0.139 0.165 0.048 -0.630
N 4.9839 7.1493 -2.6090 -0.337 0.750 0.042 -0.408
N 6.3599 5.3277 -2.5139 0.593 -0.506 0.090 -0.379
H 5.5734 7.6551 -1.9736 -0.055 -0.084 -0.038 0.154
H 4.1552 7.5951 -2.9668 0.146 -0.105 0.095 0.219
H 6.5785 4.3870 -2.7991 -0.061 0.165 0.082 0.224
H 6.9756 5.7988 -1.8766 -0.092 -0.041 -0.038 0.161
C 6.3334 -5.1444 3.8418 -0.125 0.487 -0.343 0.656
O 6.5893 -4.0306 4.2752 0.068 -0.192 0.143 -0.659
N 6.5366 -6.2757 4.5683 0.305 -0.587 0.809 -0.380
N 5.8264 -5.3505 2.6034 -0.065 0.260 -0.310 -0.233
H 6.3338 -7.1993 4.2328 -0.013 0.118 -0.010 0.158
H 6.9129 -6.1642 5.4952 -0.090 -0.024 -0.193 0.224
H 5.6591 -4.5345 2.0281 -0.030 -0.232 -0.023 0.274
H 5.6110 -6.2579 2.2328 0.018 0.075 0.053 0.137
```
Positions in Å, forces in eV/Å.

Output
Frontier orbital gap ... 6.00 eV
E_HOMO ... -0.147 hartree
Total charge ... -1

---

Record 2
C22H59BMnO11 | the ωB97M-V functional and the def2-TZVPD basis

The geometry in XYZ format:
```
94
Properties=species:S:1:pos:R:3:forces:R:3:mulliken_spin:R:1
Mn -1.8383 -3.9208 0.6550 1.953 -1.883 -0.130 4.732
C -1.0649 -8.2316 0.9236 -0.113 0.084 0.412 -0.003
C -0.1472 -6.9914 0.9874 -0.246 0.475 -1.213 0.010
O -0.7348 -5.7432 1.0416 -0.729 0.277 0.426 0.114
H -1.4722 -8.4338 -0.0670 0.050 0.254 -0.260 0.000
H -1.9277 -8.1783 1.5876 -0.014 0.243 0.290 0.000
H -0.5135 -9.1269 1.2108 0.152 -0.125 0.016 -0.001
H 0.4391 -7.0647 0.0715 0.324 -0.099 -0.847 0.000
H 0.6645 -7.1584 1.6954 -0.187 0.105 0.994 0.006
B -1.9594 -2.6073 2.3139 0.127 0.990 1.073 -0.022
H -1.3301 -3.4609 2.5130 2.458 -3.284 1.284 0.011
H -2.9055 -2.9305 1.9081 -4.034 -1.268 -1.294 0.038
H -2.1841 -1.9861 3.1670 -0.563 2.035 3.064 -0.004
H -1.5215 -2.0437 1.5046 1.882 2.492 -2.666 0.033
C -3.4865 -2.3616 -1.5102 -1.049 0.745 0.337 0.012
O -2.3077 -2.1900 -0.7217 0.785 -0.006 -3.174 0.007
C -1.3159 -1.6944 -1.7037 2.083 0.500 1.931 0.009
C 0.1628 -1.8670 -1.0609 -0.366 0.229 -0.209 0.008
O 0.1733 -2.9212 -0.1455 0.668 -1.938 0.406 0.007
C 1.5278 -3.3458 0.1540 0.242 0.080 -0.269 0.007
H -3.3934 -3.0506 -2.3497 0.420 -0.040 0.067 -0.001
H -3.7550 -1.3738 -1.8846 -0.132 0.057 -0.285 0.003
H -4.3282 -2.6912 -0.9011 0.346 -0.061 0.253 -0.004
H -1.5566 -0.6644 -1.9670 0.120 0.442 0.815 0.000
H -1.2896 -2.0805 -2.7226 -0.528 -1.430 0.347 0.000
H 0.6362 -1.0443 -0.5249 -0.838 0.926 -0.141 0.001
H 0.9431 -2.1307 -1.7748 -0.468 0.182 -1.011 -0.002
H 2.1701 -3.3412 -0.7267 -0.249 0.348 -0.584 0.001
H 1.6443 -4.3788 0.4818 -1.082 0.129 0.450 -0.004
H 2.0209 -2.6718 0.8544 -0.333 0.088 0.271 0.000
C -3.8083 -11.8197 6.9372 -0.431 0.106 0.621 0.000
O -3.7518 -10.3921 6.7859 0.455 -1.390 -0.198 0.000
C -4.0082 -10.0056 5.4587 1.332 2.204 -0.513 0.000
C -2.8489 -10.3209 4.4591 -1.060 -2.300 -0.250 0.000
O -2.9564 -11.7777 4.1367 -0.007 1.151 -0.588 0.000
C -1.7423 -12.3270 3.6180 0.184 0.479 1.711 0.000
H -3.5855 -12.0884 7.9698 0.066 0.394 0.110 0.000
H -3.1300 -12.3901 6.3026 -0.092 0.364 -0.166 0.000
H -4.8422 -12.1166 6.7611 -0.061 -0.340 -0.240 0.000
H -3.9714 -8.9200 5.5503 0.101 0.379 -0.159 0.000
H -5.0496 -10.1296 5.1618 0.063 -1.062 -0.386 0.000
H -1.8914 -10.0201 4.8842 0.196 -0.592 0.624 0.000
H -2.7950 -9.8316 3.4866 -0.921 0.549 0.005 0.000
H -1.7751 -13.4155 3.5726 -0.496 0.071 -0.028 0.000
H -1.0733 -12.0578 4.4354 1.093 -0.276 -0.449 0.000
H -1.3662 -11.9502 2.6669 -0.347 0.379 -0.128 0.000
C -4.4432 -10.2821 0.7150 1.624 -0.383 0.498 0.000
O -5.6298 -9.5908 0.9177 -2.196 -0.306 -0.391 0.000
C -6.6418 -10.4226 1.5926 -0.354 1.411 -1.299 0.000
C -7.4681 -11.3148 0.5613 1.236 -0.211 1.379 0.000
O -6.7238 -12.4777 0.4793 0.833 -2.100 -1.172 0.000
C -7.1544 -13.3404 -0.5927 0.161 0.107 1.519 0.000
H -4.3954 -11.2000 0.1291 -1.107 -0.349 0.048 0.000
H -4.0616 -10.5029 1.7119 0.547 -0.354 0.020 0.000
H -3.6925 -9.6994 0.1813 -0.270 0.818 0.263 0.000
H -7.3462 -9.7865 2.1286 -0.014 0.680 -0.508 0.000
H -6.0871 -10.8328 2.4366 -0.271 -1.457 -0.374 0.000
H -7.5901 -10.9250 -0.4493 0.265 1.000 0.077 0.000
H -8.4606 -11.6546 0.8572 -0.456 0.750 0.692 0.000
H -8.2224 -13.5375 -0.4994 -0.361 0.362 -0.290 0.000
H -6.7191 -14.3200 -0.3951 0.461 0.196 -0.348 0.000
H -6.8842 -12.9125 -1.5581 -0.062 -0.160 -0.114 0.000
C -4.8040 -4.6584 1.4948 -1.822 1.347 0.762 0.008
O -3.8905 -4.6892 0.4475 0.346 -0.842 -0.855 0.044
C -3.9748 -5.8984 -0.3238 1.919 0.292 -0.485 0.018
C -3.1341 -5.7135 -1.5946 -0.237 0.549 -1.037 0.011
O -1.9149 -5.0166 -1.4128 0.529 0.071 -0.656 -0.042
C -0.9846 -5.1375 -2.5127 0.430 -0.239 0.649 0.007
H -5.8114 -4.7464 1.0881 -0.194 -0.516 -0.096 0.000
H -4.8172 -3.6451 1.8962 0.420 -0.065 0.097 0.003
H -4.6941 -5.3318 2.3449 0.580 -0.412 -0.368 0.002
H -4.9894 -6.0357 -0.6976 -0.114 -0.495 0.575 0.000
H -3.4865 -6.6852 0.2512 -0.727 -0.341 0.239 -0.009
H -3.7637 -5.1446 -2.2787 -0.055 0.337 -0.308 -0.005
H -2.9136 -6.6237 -2.1525 -0.233 -0.555 0.536 0.001
H -1.3466 -4.7413 -3.4614 -0.374 0.135 0.093 0.001
H -0.6158 -6.1502 -2.6756 -0.740 -0.521 0.116 0.002
H -0.0341 -4.6651 -2.2649 -0.414 0.656 0.405 0.000
C 0.6587 -8.2014 4.3017 1.195 0.554 1.232 0.000
O 0.6070 -9.1596 5.3766 -1.521 0.882 0.086 0.000
C 0.2457 -8.5321 6.6365 0.286 -1.598 1.074 0.000
C -0.2801 -9.6216 7.6417 1.495 -0.099 -2.325 0.000
O 0.8602 -10.4699 7.9398 -1.111 1.284 -0.250 0.000
C 0.8186 -10.9341 9.2454 0.186 0.372 0.739 0.000
H -0.2220 -7.5651 4.2154 -0.509 -0.595 -0.400 0.000
H 1.0554 -8.6342 3.3833 -0.746 -0.443 0.106 0.000
H 1.4254 -7.4700 4.5572 0.360 0.268 0.147 0.000
H -0.5390 -7.7769 6.6817 -0.075 0.299 -1.111 0.000
H 1.1718 -8.1164 7.0336 -0.036 0.273 0.203 0.000
H -1.0397 -10.1715 7.0861 -0.042 -0.403 -0.013 0.000
H -0.8209 -9.2177 8.4976 0.614 0.254 0.332 0.000
H 0.1446 -11.7889 9.3015 0.336 -0.380 0.464 0.000
H 0.4811 -10.1672 9.9426 -0.587 0.234 0.033 0.000
H 1.8389 -11.0515 9.6104 0.053 -0.972 -0.304 0.000
```
Positions in Å, forces in eV/Å.

Output
Frontier orbital gap (spin up / spin down) ... 7.51 / 7.55 eV
E_HOMO (spin up / spin down) ... -0.263 / -0.265 hartree
2S+1 ... 6
ΔE to the lowest compared entry with this formula, charge and spin ... 98.1 kcal/mol

---

Number 1: energy -3247.51702 Ha. Number 2: energy -2876.67375 Ha.